14 unconnected molecules or ions with the total composition C33H55BBrN14. Source: the Open Molecules 2025 dataset; level of theory: ωB97M-V with the def2-TZVPD basis set.

The geometry in XYZ format:
```
104
Properties=species:S:1:pos:R:3:forces:R:3
C -0.7625 -1.8808 -1.2882 0.5 0.1 0.6
C 0.0246 -1.1753 -0.1702 -0.1 -0.6 0.1
C -0.7949 -0.8369 1.0741 -0.4 0.2 -0.1
C 0.1617 -0.4180 2.2043 0.0 -0.4 0.0
B -2.0420 0.2264 0.9083 0.8 0.4 0.2
Br -3.8518 -0.7590 0.4073 -0.2 -0.2 -0.1
C -1.8469 1.4155 -0.2039 -0.1 -0.6 -0.4
C -0.5634 2.1772 -0.1210 0.1 0.2 0.4
C 0.1468 2.4876 -1.4154 -0.5 0.6 0.0
N -0.0444 2.6263 0.9559 0.0 0.0 -0.1
H -1.1794 -1.1670 -1.9953 -0.2 -0.1 -0.1
H -1.5529 -2.4712 -0.8255 -0.3 0.1 -0.2
H -0.0905 -2.5759 -1.7868 -0.1 0.1 -0.4
H 0.8040 -1.8874 0.1483 0.2 0.2 0.0
H 0.5509 -0.2985 -0.5561 0.0 0.0 0.0
H -1.2411 -1.7834 1.4028 -0.1 0.0 0.0
H 0.5732 -1.3114 2.6933 0.1 0.0 0.0
H -0.3539 0.1500 2.9773 0.1 0.1 0.0
H 1.0083 0.1566 1.8186 -0.1 0.2 0.0
H -2.2704 0.7137 1.9806 -0.2 -0.1 0.1
H -2.6737 2.1293 -0.1205 0.0 0.0 0.1
H -1.9356 1.0017 -1.2161 0.0 0.0 0.0
H -0.6174 2.6712 -2.1765 0.1 -0.2 -0.2
H 0.8013 1.6773 -1.7334 0.0 0.0 0.0
H 0.7017 3.4164 -1.2889 0.4 -0.2 0.0
H -0.6182 2.3320 1.7490 0.0 0.0 0.0
C -0.9779 4.6775 4.5479 0.0 0.3 0.1
C -1.7730 3.5388 4.1137 0.4 -0.2 -0.1
N -2.2882 2.5853 3.7345 -0.3 0.3 0.3
H -0.6452 5.2499 3.6827 0.0 -0.1 -0.1
H -1.5481 5.3390 5.1995 -0.1 -0.1 0.0
H -0.0948 4.3275 5.0792 0.0 -0.1 0.0
C -3.5695 -3.5477 3.7177 -0.5 0.1 0.0
C -2.1210 -3.5536 3.6578 0.1 0.0 -0.1
N -0.9748 -3.5753 3.5984 0.0 -0.1 0.1
H -3.9664 -4.5216 3.4345 0.1 -0.1 0.0
H -3.9106 -3.3274 4.7285 0.1 0.0 0.0
H -3.9867 -2.7999 3.0430 0.2 0.1 -0.1
C 0.4184 -5.1921 1.0787 -0.3 0.2 0.0
C 1.7204 -5.6621 0.6384 0.0 -0.2 0.1
N 2.7549 -6.0318 0.3002 0.0 -0.1 0.2
H -0.1698 -4.8376 0.2315 0.1 0.0 0.0
H -0.1299 -5.9922 1.5737 0.1 0.0 0.0
H 0.5205 -4.3689 1.7858 0.0 0.0 0.0
C 2.9396 -3.9428 -2.0941 0.2 0.4 0.0
C 1.7619 -4.1969 -2.9071 -0.1 0.0 -0.1
N 0.8281 -4.3913 -3.5464 0.1 -0.1 0.0
H 2.7795 -4.2767 -1.0739 0.0 0.0 -0.2
H 3.7994 -4.4747 -2.4981 0.0 0.0 0.0
H 3.1524 -2.8729 -2.0858 -0.1 0.0 -0.1
C 3.3219 0.7296 3.6135 0.2 -0.1 0.0
C 2.2299 1.5486 4.1116 -0.2 -0.1 -0.2
N 1.3245 2.1714 4.4363 0.1 0.2 0.3
H 3.2739 -0.2654 4.0530 -0.1 0.0 0.0
H 3.2429 0.6343 2.5315 -0.1 0.0 0.0
H 4.2825 1.1792 3.8606 0.0 0.0 0.0
C -0.0472 6.3019 -2.3963 -0.4 0.0 0.1
C 1.3100 5.8897 -2.7095 0.1 0.0 0.0
N 2.3874 5.5985 -2.9799 0.0 0.1 -0.1
H -0.5619 6.5865 -3.3124 0.0 0.0 0.0
H -0.6019 5.4994 -1.9111 0.1 -0.1 0.0
H -0.0344 7.1625 -1.7294 0.1 0.0 0.0
C 0.1790 0.5200 -4.8421 -0.2 0.2 0.0
C 1.2496 -0.0374 -4.0346 0.0 -0.1 0.1
N 2.0690 -0.4890 -3.3711 0.2 0.0 0.0
H 0.5593 0.8819 -5.7934 0.1 -0.1 0.0
H -0.5752 -0.2403 -5.0395 0.0 -0.1 0.0
H -0.2913 1.3462 -4.3086 0.0 0.0 0.1
C -0.8882 -6.5419 6.0876 0.3 0.0 0.1
C -2.2012 -6.7404 5.4988 0.0 0.1 -0.1
N -3.2363 -6.8840 5.0206 -0.1 0.0 0.1
H -0.8959 -6.8454 7.1313 0.0 0.0 0.0
H -0.1301 -7.1182 5.5613 -0.1 0.0 -0.1
H -0.5978 -5.4947 6.0444 -0.1 0.0 -0.1
C 2.9038 8.1234 -5.4092 0.2 0.0 0.0
C 1.4569 8.1713 -5.2685 0.0 -0.1 0.1
N 0.3166 8.1870 -5.1358 0.0 0.1 -0.1
H 3.3598 7.9213 -4.4413 -0.1 0.0 0.0
H 3.1887 7.3234 -6.0906 0.0 0.0 0.0
H 3.2815 9.0700 -5.7930 0.0 0.0 0.0
C 3.9941 -5.1933 4.0360 0.1 0.0 -0.1
C 2.9145 -5.2590 5.0094 -0.1 0.0 0.0
N 2.0532 -5.3144 5.7651 0.1 0.0 0.1
H 4.0710 -4.1863 3.6293 0.0 0.0 0.0
H 4.9412 -5.4558 4.5043 0.0 0.0 0.0
H 3.8068 -5.8795 3.2115 -0.1 0.0 0.0
C -1.2843 2.3580 -8.4958 -0.2 0.1 0.0
C -0.3893 1.2176 -8.3760 0.0 0.0 -0.1
N 0.3285 0.3267 -8.2818 0.0 0.0 0.0
H -1.3296 2.7006 -9.5276 0.0 0.0 0.0
H -2.2903 2.0932 -8.1741 0.0 -0.1 0.0
H -0.9380 3.1893 -7.8865 0.0 0.0 0.0
C 0.5477 7.7406 -8.8649 0.2 0.3 0.0
C -0.3185 6.5858 -8.6996 0.0 -0.1 0.1
N -0.9747 5.6561 -8.5576 0.0 0.0 -0.1
H 0.1391 8.4378 -9.5943 -0.1 -0.1 0.0
H 0.6678 8.2635 -7.9173 -0.1 -0.1 0.0
H 1.5311 7.4247 -9.2115 0.0 -0.1 0.0
C -4.5448 -5.7743 8.5659 -0.2 -0.1 -0.1
C -3.1164 -5.5532 8.7307 0.0 0.1 0.0
N -1.9915 -5.3638 8.8555 0.0 0.0 0.1
H -4.7430 -6.1913 7.5787 0.1 0.0 0.0
H -4.9105 -6.4678 9.3212 0.0 0.0 0.0
H -5.0844 -4.8338 8.6628 0.0 0.0 0.0
```
Positions in Å, forces in eV/Å.

Gap between HOMO and LUMO, eV: 6.3
Charge: -1
E, Ha: -4655.8736
LUMO level, eV: 1.5
HOMO, Eh: -0.1760
M, g mol⁻¹: 738.62